1.
A 6-piece molecular cluster, C21H44ClO10P overall in a non-equilibrium geometry, computed with the ωB97M-V functional and the def2-TZVPD basis.

```
77
Properties=species:S:1:pos:R:3:forces:R:3:mulliken_charge:R:1
C 2.218 -3.037 -0.202 0.0 -0.2 -0.2 -1.04
C 1.654 -1.648 -0.414 0.0 -0.2 0.2 0.07
O 1.933 -1.150 -1.726 0.2 0.3 0.2 -0.36
C 1.166 -1.419 -2.790 -0.1 -0.3 -0.1 0.72
C 0.125 -2.503 -2.698 -0.5 0.1 0.2 -0.80
O 1.364 -0.826 -3.814 0.2 0.1 -0.1 -0.59
H 1.767 -3.763 -0.881 -0.1 0.0 0.1 0.35
H 2.041 -3.366 0.822 0.0 0.0 0.0 0.25
H 3.291 -3.046 -0.391 0.0 0.1 0.1 0.33
H 0.584 -1.596 -0.203 0.0 0.0 0.0 0.35
H 2.138 -0.952 0.267 0.0 0.1 -0.1 -0.03
H 0.556 -3.436 -3.059 0.0 0.0 0.0 0.24
H -0.713 -2.231 -3.337 0.1 -0.1 -0.1 0.24
H -0.273 -2.652 -1.697 0.1 -0.1 0.0 0.29
C 1.982 0.370 4.540 -0.2 0.1 0.1 -0.88
C 1.829 0.619 3.055 0.1 -0.1 0.2 0.43
O 0.450 0.653 2.660 0.1 -0.3 -0.3 -0.37
C -0.310 1.754 2.727 0.0 0.1 0.3 0.70
C 0.189 2.951 3.490 0.3 0.3 -0.2 -0.87
O -1.400 1.739 2.228 -0.2 -0.1 -0.2 -0.59
H 1.541 1.174 5.131 0.1 0.1 0.0 0.34
H 3.037 0.285 4.805 0.0 0.0 0.0 0.33
H 1.478 -0.555 4.823 0.1 -0.1 -0.1 0.15
H 2.347 1.523 2.725 -0.1 0.0 0.0 0.39
H 2.266 -0.214 2.505 -0.3 0.1 0.0 -0.55
H -0.189 2.901 4.510 0.0 0.0 0.0 0.25
H -0.200 3.847 3.012 -0.2 -0.1 0.1 0.31
H 1.273 3.045 3.510 0.0 -0.1 0.2 0.30
C -1.916 -3.894 6.738 0.1 -0.1 0.1 -1.03
C -1.434 -3.088 5.551 -0.2 -0.1 0.1 -0.39
O -0.019 -2.879 5.596 -0.1 0.5 0.0 -0.35
C 0.874 -3.761 5.123 0.0 -0.3 0.1 0.81
C 0.424 -5.152 4.764 -0.2 -0.1 -0.5 -1.08
O 2.025 -3.437 5.055 0.3 0.2 0.0 -0.55
H -1.482 -4.895 6.749 -0.1 0.0 -0.1 0.27
H -3.002 -3.991 6.717 0.0 0.0 0.0 0.36
H -1.626 -3.408 7.669 0.0 0.1 0.0 0.32
H -1.729 -3.528 4.597 0.0 0.0 0.0 0.35
H -1.873 -2.092 5.582 0.1 0.1 0.0 0.36
H 0.576 -5.803 5.624 0.0 0.0 0.0 0.29
H 1.038 -5.507 3.940 0.2 0.0 0.1 0.30
H -0.612 -5.214 4.440 0.0 0.0 0.2 0.34
C -0.962 0.404 -5.553 -0.2 0.1 0.1 0.01
C -1.889 -0.028 -6.669 0.2 0.2 0.1 -0.66
O -3.026 -0.741 -6.165 0.1 -0.4 -0.3 -0.38
C -4.126 -0.131 -5.703 0.0 0.3 0.3 0.70
C -4.075 1.345 -5.420 -0.1 0.3 -0.5 -0.70
O -5.098 -0.789 -5.457 -0.2 -0.2 0.0 -0.59
H -1.455 1.102 -4.873 0.0 0.1 -0.1 -0.26
H -0.074 0.889 -5.958 0.0 0.0 0.0 0.40
H -0.648 -0.452 -4.964 0.1 -0.1 -0.1 -0.03
H -2.203 0.809 -7.295 -0.1 0.0 0.1 0.43
H -1.376 -0.731 -7.323 -0.1 -0.1 0.0 0.34
H -3.814 1.492 -4.374 0.0 0.0 0.0 0.03
H -5.061 1.766 -5.603 -0.1 -0.1 0.2 0.40
H -3.376 1.895 -6.046 0.1 0.0 0.2 0.28
C -2.902 3.769 -1.691 -0.1 0.1 0.0 -1.00
C -1.726 3.506 -2.609 -0.1 0.0 0.2 -0.32
O -2.058 3.760 -3.979 0.1 -0.5 -0.1 -0.32
C -1.991 4.971 -4.552 -0.1 0.3 0.1 0.78
C -1.825 6.192 -3.687 0.5 0.1 0.2 -1.04
O -2.130 5.057 -5.738 0.0 -0.1 -0.3 -0.57
H -3.208 4.815 -1.719 0.1 0.0 0.0 0.28
H -2.648 3.511 -0.663 0.0 0.0 0.0 0.34
H -3.763 3.174 -1.998 0.0 -0.1 0.0 0.29
H -0.835 4.063 -2.317 0.0 0.1 0.0 0.41
H -1.461 2.450 -2.568 0.0 0.0 -0.1 0.24
H -2.810 6.600 -3.464 0.0 0.0 0.0 0.27
H -1.255 6.930 -4.246 -0.2 0.0 -0.1 0.32
H -1.289 6.010 -2.759 -0.2 0.0 0.1 0.33
C 7.060 -0.539 2.283 -0.6 -0.2 0.6 -0.88
P 5.395 -0.098 1.585 -0.1 -0.3 -1.0 0.17
Cl 4.186 -1.735 2.170 0.7 0.6 0.3 -0.17
H 7.213 -0.275 3.327 0.0 0.1 0.0 0.33
H 7.845 -0.125 1.656 -0.1 0.2 -0.1 0.34
H 7.140 -1.624 2.221 -0.1 0.0 -0.1 0.25
H 4.853 0.938 2.410 0.4 -0.5 0.4 0.01
```
Forces are in eV/Å.

**HOMO**: -9.4 eV
**Kohn-Sham gap**: 9.84 eV
**Structure (SMILES)**: CCOC(C)=O.CCOC(C)=O.CCOC(C)=O.CCOC(C)=O.CCOC(C)=O.CPCl
**Lowest unoccupied orbital energy**: 0.43 eV

***

2.
C21H44CuN3O14 as an isolated structure in a non-equilibrium geometry, computed with the ωB97M-V functional and the def2-TZVPD basis.

```
83
Properties=species:S:1:pos:R:3:forces:R:3:mulliken_charge:R:1
Cu 1.302 -1.234 1.980 -1.2 -1.2 -1.5 0.68
N 1.594 1.563 0.224 0.0 -2.1 2.3 0.58
O 1.066 0.504 0.593 -1.4 -1.6 -0.6 -0.03
O 1.370 2.015 -0.856 -0.1 1.1 -2.0 -0.81
O 2.341 2.063 1.057 1.7 2.0 0.7 -0.79
C 0.729 -4.975 -0.167 2.2 5.0 4.4 -0.95
C 0.682 -3.682 0.512 -5.2 -4.5 -5.8 0.71
C -0.591 -2.821 0.274 -1.0 -2.4 -1.9 0.77
O -0.589 -1.813 1.005 0.3 2.3 1.3 -0.79
C -1.612 -3.231 -0.724 2.8 4.2 4.9 -0.82
C -1.463 -4.422 -1.312 -2.8 -2.6 -5.2 0.69
C -0.310 -5.338 -0.925 -0.8 -6.4 -3.7 0.17
O -0.209 -6.560 -1.421 -1.4 3.6 0.9 -0.75
O -2.276 -4.696 -2.314 2.7 -0.1 3.0 -0.74
O 1.578 -3.166 1.090 5.0 3.6 4.4 -0.60
H 1.621 -5.532 0.077 -0.2 -0.6 -0.5 0.42
H -2.393 -2.513 -0.924 -0.1 -0.3 -0.2 0.13
C -3.696 0.589 -0.474 0.5 0.0 0.0 -0.17
O -3.554 1.414 -1.642 1.5 -1.2 -0.2 -0.46
C -2.240 1.234 -2.374 -0.3 1.7 2.0 -0.24
C -2.079 -0.029 -3.127 -2.1 -1.0 0.4 0.49
N -3.214 -0.267 -3.998 0.4 -1.3 -2.7 -0.40
C -3.116 -1.649 -4.592 -1.1 0.4 -1.0 -0.41
C -4.444 -2.143 -5.293 2.7 1.0 1.5 -0.79
O -5.324 -1.987 -4.220 -1.9 -0.3 -0.4 -0.22
C -6.643 -2.242 -4.645 -0.4 -0.2 -0.1 -0.88
H -4.658 0.752 0.011 -0.1 0.3 -0.4 0.39
H -2.939 0.777 0.288 0.3 0.5 0.0 -0.12
H -3.587 -0.488 -0.606 -0.2 -0.1 -0.7 0.20
H -1.399 1.296 -1.684 -0.1 -0.4 0.8 0.09
H -2.073 2.203 -2.845 -0.6 -0.3 -0.9 0.31
H -2.188 -0.850 -2.418 1.0 -0.1 0.6 -0.55
H -1.112 -0.119 -3.621 -0.1 0.2 -0.1 0.29
H -4.107 -0.177 -3.536 0.2 0.0 0.4 0.38
H -2.951 -2.453 -3.875 0.3 0.1 0.6 0.20
H -2.324 -1.735 -5.335 0.3 0.4 0.1 0.32
H -4.225 -3.178 -5.557 -0.4 -0.4 0.0 0.41
H -4.743 -1.616 -6.199 -0.1 0.4 0.1 0.44
H -7.387 -2.070 -3.867 0.4 0.1 0.3 0.24
H -6.767 -3.267 -4.995 0.1 -0.3 0.1 0.33
H -6.914 -1.617 -5.496 0.0 0.3 -0.1 0.34
C 3.922 -0.981 -0.231 1.0 1.3 1.1 -1.08
O 3.472 -0.935 1.162 1.4 0.2 -1.0 0.26
C 4.490 -0.391 2.061 -1.9 -0.8 0.1 -1.21
C 3.674 0.023 3.279 1.0 0.1 -0.2 0.61
N 2.668 -1.034 3.634 -0.9 1.7 -0.3 -0.15
C 1.794 -0.570 4.722 0.4 -0.2 2.5 -0.64
C 0.792 0.525 4.494 0.3 1.2 -0.9 -0.63
O 0.168 0.249 3.285 -1.7 -1.2 -1.4 -0.06
C -0.826 1.191 2.815 0.7 0.9 0.1 -0.73
H 4.260 0.034 -0.439 -0.2 0.3 -0.3 0.36
H 3.188 -1.243 -0.993 -0.3 -0.4 0.8 0.27
H 4.851 -1.547 -0.292 -0.3 -0.6 -0.1 0.32
H 5.006 0.503 1.710 -0.1 -0.1 -0.5 0.47
H 5.223 -1.150 2.334 0.1 -0.3 -0.3 0.42
H 3.305 1.021 3.045 -1.2 -0.6 -0.1 -0.72
H 4.361 0.266 4.089 -0.1 -0.5 0.4 0.49
H 3.153 -1.760 4.142 0.3 -0.6 -0.9 0.25
H 2.470 -0.279 5.526 0.1 0.8 0.2 0.57
H 1.334 -1.413 5.238 -0.5 -0.4 -0.8 0.50
H 1.284 1.490 4.375 0.3 0.2 0.2 0.21
H 0.039 0.676 5.267 0.2 -0.5 0.5 0.46
H -0.260 1.928 2.246 -0.3 0.1 -0.2 0.14
H -1.327 1.732 3.618 0.3 -0.2 0.6 0.49
H -1.647 0.802 2.213 0.7 -0.8 -0.1 -0.07
C 0.786 2.431 -3.920 0.6 -1.9 0.3 -0.55
O 0.509 3.410 -2.964 -0.4 0.9 -0.9 -0.58
H 0.567 1.469 -3.456 -0.2 -0.4 -0.2 0.02
H 0.271 2.413 -4.881 -0.5 0.9 0.3 0.32
H 1.844 2.325 -4.160 0.4 0.5 -0.1 0.34
H 0.856 3.040 -2.149 -0.1 0.2 0.3 0.70
C 3.455 3.180 4.821 0.3 -0.6 1.0 -0.20
O 4.421 2.187 5.298 -0.3 0.6 -0.5 -0.47
H 2.609 3.114 5.506 -0.4 -0.1 -0.3 0.22
H 3.742 4.230 4.875 0.7 -0.2 -0.2 0.41
H 3.188 2.904 3.800 -0.1 0.2 0.2 -0.12
H 5.098 2.551 5.874 -0.2 0.4 -0.1 0.27
C 0.716 5.085 0.906 1.0 -0.9 0.6 -0.45
O 1.966 4.741 1.523 -0.3 0.9 0.0 -0.60
H 0.455 6.068 1.298 -0.3 -0.1 -0.4 0.28
H 0.802 5.016 -0.179 -0.1 0.5 -0.1 0.17
H 0.005 4.314 1.204 -0.6 0.3 0.1 0.14
H 2.164 3.847 1.236 0.3 -0.5 -0.1 0.50
```
Forces are in eV/Å.

**HOMO (spin up / spin down)**: -4.1 / -4.0 eV
**Kohn-Sham gap (spin up / spin down)**: 5.65 / 4.27 eV
**⟨S²⟩**: 0.75
**Multiplicity**: 2
**Charge**: -1
**Lowest unoccupied orbital energy (spin up / spin down)**: 1.53 / 0.24 eV

***

3.
C21H44IN4O6S2 as an isolated structure, computed with the ωB97M-V functional and the def2-TZVPD basis.

```
78
Properties=species:S:1:pos:R:3:forces:R:3:mulliken_charge:R:1
C -0.449 -2.418 -2.095 -0.1 -0.2 0.1 -1.05
C 0.407 -2.958 -0.937 0.0 0.0 0.1 -0.22
C 1.733 -2.205 -0.757 0.1 -0.1 -0.1 -1.18
N 1.662 -0.743 -0.819 0.1 -0.1 -0.1 -0.14
S 1.002 0.017 0.494 0.2 0.0 0.4 1.20
O 1.958 -0.129 1.567 -0.4 0.0 -0.2 -0.71
O -0.330 -0.483 0.744 0.1 0.1 0.0 -0.62
N 0.991 1.567 0.082 0.0 0.0 0.1 -0.27
S 0.413 2.124 -1.240 -0.2 0.2 0.0 0.59
O -0.378 1.202 -2.024 0.0 0.1 0.1 -0.54
O -0.046 3.477 -1.072 0.0 -0.3 -0.1 -0.58
I 2.446 2.422 -2.648 0.2 0.0 -0.1 -0.12
H -1.271 -1.808 -1.711 0.2 0.1 -0.1 0.15
H 0.126 -1.795 -2.788 -0.1 -0.1 0.0 0.44
H -0.887 -3.238 -2.671 0.0 0.1 0.0 0.32
H -0.161 -2.904 -0.006 0.0 0.0 -0.1 0.27
H 0.639 -4.018 -1.099 0.1 0.1 0.0 0.50
H 2.429 -2.510 -1.549 -0.1 0.1 0.0 0.36
H 2.210 -2.469 0.192 -0.1 0.0 -0.1 0.39
H 1.238 -0.404 -1.677 -0.1 0.0 0.1 0.25
C 3.766 5.997 2.832 0.1 0.1 -0.1 -1.75
C 3.750 4.865 1.782 -0.2 0.3 0.0 1.80
C 3.354 3.505 2.383 0.0 0.0 0.1 -1.29
C 4.443 2.796 3.175 0.0 0.1 0.1 -0.62
C 5.715 2.689 2.342 0.0 -0.1 0.0 -1.34
C 6.210 4.054 1.855 0.2 0.2 0.1 1.80
N 5.091 4.734 1.112 -0.2 -0.7 0.0 0.50
O 5.017 4.360 -0.111 0.1 0.3 -0.1 -0.58
C 6.724 4.875 3.045 0.0 0.1 0.0 -2.02
C 7.377 3.891 0.886 0.0 -0.1 0.0 -1.91
C 2.708 5.233 0.722 0.0 -0.2 0.0 -1.57
H 4.758 6.263 3.178 0.0 0.0 0.0 0.33
H 3.336 6.903 2.402 0.0 0.0 0.0 0.47
H 3.167 5.723 3.702 0.0 0.0 0.0 0.29
H 3.047 2.852 1.571 -0.1 -0.1 -0.2 0.29
H 2.465 3.659 3.001 0.0 0.0 0.0 0.53
H 4.642 3.305 4.126 0.0 0.0 -0.1 0.28
H 4.092 1.794 3.426 0.0 0.0 0.0 0.48
H 6.520 2.216 2.914 0.0 0.0 0.0 0.42
H 5.518 2.053 1.474 0.0 0.1 0.0 0.41
H 6.981 5.890 2.736 0.0 0.0 0.0 0.37
H 7.629 4.395 3.422 0.0 0.0 0.0 0.44
H 6.022 4.928 3.872 0.0 0.0 0.0 0.42
H 7.122 3.229 0.063 0.0 0.0 0.0 0.40
H 8.224 3.467 1.430 0.0 0.0 0.0 0.41
H 7.675 4.855 0.471 0.0 0.0 0.0 0.45
H 3.009 6.119 0.162 0.0 0.0 0.0 0.52
H 1.767 5.445 1.236 0.0 0.0 0.0 0.44
H 2.523 4.416 0.024 0.1 0.1 0.1 0.02
C -6.106 -2.768 0.508 0.0 -0.1 0.0 -1.73
C -4.859 -2.970 -0.381 -0.2 0.1 0.3 1.84
C -4.837 -2.010 -1.584 0.0 0.0 -0.2 -0.96
C -5.766 -2.392 -2.732 0.0 0.0 0.1 -0.60
C -5.522 -3.837 -3.158 0.0 0.1 -0.1 -1.23
C -5.674 -4.824 -1.998 -0.3 -0.2 0.1 1.75
N -4.767 -4.385 -0.879 0.3 0.4 -0.6 0.49
O -3.562 -4.790 -1.040 0.0 -0.2 0.2 -0.60
C -7.147 -4.911 -1.580 0.0 0.0 0.1 -1.98
C -5.245 -6.224 -2.423 0.0 0.0 -0.1 -1.88
C -3.639 -2.671 0.480 0.2 0.0 0.0 -1.74
H -6.878 -3.513 0.358 0.0 0.0 0.0 0.35
H -5.820 -2.830 1.559 0.0 0.0 0.0 0.45
H -6.547 -1.785 0.340 0.0 0.0 0.0 0.30
H -3.813 -1.971 -1.967 0.0 -0.1 0.0 -0.04
H -5.067 -1.008 -1.217 0.0 0.0 0.0 0.50
H -6.813 -2.240 -2.456 0.0 0.0 0.0 0.28
H -5.574 -1.729 -3.578 0.0 0.0 0.0 0.45
H -6.213 -4.133 -3.953 0.0 0.0 0.0 0.41
H -4.509 -3.924 -3.562 0.0 0.0 0.1 0.33
H -7.261 -5.525 -0.684 0.0 0.0 0.0 0.38
H -7.702 -5.387 -2.390 0.0 0.0 0.0 0.44
H -7.610 -3.946 -1.401 0.0 0.0 0.0 0.42
H -4.241 -6.229 -2.835 0.0 0.0 0.0 0.38
H -5.940 -6.585 -3.184 0.0 0.0 0.0 0.42
H -5.270 -6.910 -1.575 0.0 0.0 0.0 0.45
H -3.524 -3.402 1.280 -0.1 0.0 0.0 0.53
H -3.764 -1.685 0.931 0.0 0.0 0.0 0.45
H -2.719 -2.655 -0.099 0.0 0.0 0.0 0.09
```
Forces are in eV/Å.

**HOMO (spin up / spin down)**: -5.6 / -6.0 eV
**Kohn-Sham gap (spin up / spin down)**: 7.87 / 8.25 eV
**⟨S²⟩**: 2.01
**Multiplicity**: 3
**Charge**: -1
**Lowest unoccupied orbital energy (spin up / spin down)**: 2.29 / 2.27 eV